{
  "formula": "C54H40N2NiOP2SSe",
  "method": "ωB97M-V with the def2-TZVPD basis set",
  "elements": ["C", "C", "C", "S", "H", "H", "H", "C", "H", "H", "C", "C", "H", "C", "H", "H", "H", "C", "H", "H", "H", "C", "C", "C", "C", "C", "C", "C", "C", "C", "C", "H", "H", "P", "P", "C", "C", "H", "O", "C", "C", "H", "H", "H", "C", "C", "N", "H", "C", "C", "C", "H", "H", "H", "C", "C", "H", "H", "H", "C", "C", "H", "C", "H", "H", "C", "H", "H", "H", "C", "H", "C", "H", "C", "C", "C", "H", "C", "Ni", "C", "Se", "C", "C", "C", "H", "H", "C", "H", "C", "C", "C", "C", "C", "N", "H", "C", "C", "H", "H", "C", "C", "C"],
  "xyz": [[5.06038, -1.46576, -0.07374], [4.23323, -1.35194, -1.18533], [-1.53917, 4.17623, 3.47090], [-1.55417, 0.28953, -1.06908], [0.95599, 3.59863, -6.06089], [-3.90002, -0.29367, -2.26087], [3.59663, 3.64407, -4.73256], [4.51009, -1.63942, 1.18874], [6.13809, -1.41312, -0.19274], [-4.75472, -2.18523, -3.64473], [0.18032, -4.81257, -2.38500], [2.30234, -1.67387, 0.22373], [1.38312, -5.86921, 3.24663], [2.18064, 1.76296, 1.84816], [-1.60303, 6.26398, 0.80045], [5.53061, 1.75001, 3.81314], [3.37770, 1.11392, 0.17069], [-5.16293, 2.23384, 3.95359], [2.21576, -1.41296, -1.91536], [2.41783, 3.75949, 0.17899], [5.49179, 1.14448, 1.40941], [0.14481, -3.18008, 1.58412], [-3.36768, 0.71276, 4.35389], [2.54080, 3.84890, -4.55097], [-0.02270, -2.69409, -1.14470], [0.65295, -5.15812, 2.87203], [0.59681, 1.87986, -2.00106], [2.59609, 3.94686, -1.93746], [-1.81500, 5.30776, 2.71346], [2.15804, 3.46810, -3.13682], [-1.21047, -3.36474, 1.88265], [-2.05780, -6.39803, -3.53507], [-1.28694, -5.59476, -4.88166], [0.51194, -1.85486, 0.37941], [0.61827, 1.81999, 0.89416], [1.11717, 2.36225, -0.75588], [-4.47731, 1.48634, 4.83804], [3.34032, 4.73623, -1.86534], [-2.73419, 1.19421, -0.96535], [-0.65647, 4.33582, 0.83514], [3.40814, 2.06875, 3.91188], [-6.00655, 2.82651, 4.29191], [-3.51794, 1.59476, 0.99527], [-4.73434, 1.44621, 5.89216], [2.85608, -1.46324, -1.04027], [-0.83544, 3.12133, 2.90524], [-1.95089, -0.02003, 2.63079], [5.15366, -1.70092, 2.06051], [2.05950, 3.37707, -0.76944], [-3.13403, -4.58779, -4.20345], [-3.00884, 0.73457, 2.94188], [1.31379, 2.40225, 3.72403], [2.71191, -1.81856, 2.33811], [4.66213, -1.20067, -2.17084], [-2.07508, -1.24017, -1.76517], [1.16912, 2.46173, -3.15360], [2.18258, 2.35645, -6.14351], [-3.26831, -4.33853, -5.25641], [-0.33209, 4.40994, -0.19638], [-0.43738, 0.92329, -2.30059], [-2.95525, -3.33361, -3.37068], [-5.38313, 2.88450, 1.88143], [-3.30242, -1.19424, -2.37818], [-0.47432, 0.93970, -5.71646], [-2.68545, -4.56986, 2.87941], [3.37191, 1.38995, 1.21954], [-1.56257, -0.10004, -3.79227], [-4.02827, -5.13127, -3.89841], [1.55118, -4.10630, -0.89876], [-1.02543, -4.58196, -2.98982], [2.39880, 4.91650, -4.72141], [1.07296, -4.10241, 2.07006], [-1.95400, -2.70199, 1.45821], [-1.62903, -4.43222, 2.66647], [4.56951, 1.40135, 1.92191], [-3.76474, 1.55189, 2.04662], [-2.36775, 6.13267, 3.15001], [4.59169, 1.73920, 3.26764], [-0.74971, -0.01420, 0.95552], [2.20930, 2.08730, 3.20703], [-1.40373, -0.80512, 4.15668], [-0.15982, 1.21459, -4.71360], [-1.38324, 5.38157, 1.39693], [-0.37034, 3.19348, 1.58508], [-1.01314, -6.15064, 3.79667], [2.12085, -4.02268, 1.81283], [3.13289, -1.72084, 1.34291], [-0.64115, 2.24184, 3.50228], [1.61798, 2.98322, -5.45186], [-1.23219, -2.39381, -1.83202], [-1.83883, -5.41730, -3.95866], [-0.77796, 0.61927, -3.60223], [0.64181, -3.86988, -1.44566], [-2.61689, -0.03217, 5.13850], [0.75435, -5.71647, -2.57256], [-4.80048, 2.26223, 2.55468], [0.81110, 2.14554, -4.48365], [3.41547, 2.34240, 4.96207], [-1.88427, 4.10835, 4.50083], [-1.71150, -3.38819, -2.70071], [-3.77651, -2.25683, -3.17746], [-0.69276, -5.32023, 3.17628]],
  "fmax_ev_per_a": 1.05,
  "s_squared": 2.01,
  "e_tot_ha": -7256.71469,
  "e_homo_ev": [-12.91, -13.03],
  "multiplicity": 3,
  "charge": 2,
  "homo_lumo_gap_ev": [7.2, 6.5],
  "molar_mass_g_mol": 964.6
}